C6H13NO | wB97M-V/def2-TZVPD

total energy	-366.1022	Ha
LUMO	-2.834	eV
strongest force on any atom	4.717	eV/A
frontier orbital gap	3.955	eV
total charge	0

Atoms and positions in Å:
C1 0.0500 0.8164 -1.3679
C2 0.7837 -0.0314 -2.4769
C3 -1.0938 0.3813 -0.4077
N1 -0.6501 -0.7869 0.5166
C4 0.1241 -1.7038 -0.3965
C5 0.2565 -0.3588 1.6706
C6 -0.2872 0.8169 2.4124
O1 -0.5211 1.9232 1.6221
H1 0.7239 1.3278 -0.6801
H2 -0.4186 1.6205 -2.0027
H3 0.4905 -1.1428 -1.5183
H4 1.8733 0.1251 -2.4027
H5 0.4587 0.0768 -3.5560
H6 -2.0653 0.0664 -0.8883
H7 -1.3155 1.2475 0.2527
H8 -1.2529 0.5044 2.8948
H9 -0.4394 -2.7771 -0.6147
H10 1.0643 -1.8715 0.1294
H11 0.5516 -1.1789 2.3387
H12 1.2178 0.0299 1.2573
H13 0.4495 0.9151 3.2171

C6H13NO | wB97M-V/def2-TZVPD

total energy	-366.3415	Ha
LUMO	1.043	eV
strongest force on any atom	2.543	eV/A
frontier orbital gap	10.571	eV
SMILES string	C[C@@H]1CO1.CC(C)=N
total charge	0

Atoms and positions in Å:
C1 -2.0141 -0.5734 0.8601
C2 -2.4841 0.5854 1.8152
C3 -1.9604 -0.2764 -0.6111
O1 -1.1809 0.1012 1.7417
H1 -2.1667 -1.6152 1.1327
H2 -3.1082 0.2559 2.6366
H3 -2.6125 1.6107 1.4849
H4 -2.9152 -0.5029 -1.0816
H5 -1.1820 -0.8811 -1.0824
H6 -1.7383 0.7787 -0.7698
C4 1.7396 1.0058 0.2371
C5 2.4942 -0.3713 -1.7660
C6 1.7806 -0.3349 -0.4473
N1 1.2530 -1.3959 -0.0142
H7 0.8519 -1.2992 0.9185
H8 2.7251 1.2341 0.6475
H9 1.0190 1.0008 1.0530
H10 1.4822 1.7924 -0.4711
H11 1.9786 0.2658 -2.4848
H12 2.5280 -1.3892 -2.1437
H13 3.5101 0.0087 -1.6553

Look up the total energy of the first one. -366.1022 Ha